[1]
{
  "formula": "C19H26N10Ru",
  "method": "ωB97M-V/def2-TZVPD",
  "s_squared": 0.779,
  "spin_multiplicity": 2,
  "charge": 3,
  "orbital_gap_ev": [8.2, 6.9],
  "homo_energy_ev": [-17.288, -17.290],
  "symbols": ["Ru", "C", "C", "N", "C", "C", "C", "C", "C", "C", "C", "N", "C", "C", "N", "N", "H", "H", "H", "H", "H", "H", "H", "H", "H", "H", "H", "H", "H", "H", "H", "H", "H", "H", "N", "C", "N", "C", "N", "N", "C", "N", "C", "C", "C", "C", "C", "N", "H", "H", "H", "H", "H", "H", "H", "H"],
  "coordinates": [[-0.2484, 0.5514, 1.8163], [-2.7242, 2.1532, 1.3359], [-1.7075, 2.5198, 0.2662], [-0.3169, 2.6311, 0.8125], [0.6571, 2.7940, -0.3024], [0.8379, 1.4454, -0.9433], [1.1288, 0.9491, -2.1412], [2.0114, -1.5831, -1.9246], [1.6496, -2.4415, -0.9039], [0.5048, -2.0292, -0.2472], [-0.2118, -2.5543, 0.9676], [-0.8837, -1.5022, 1.8277], [-2.3657, -1.4463, 1.5411], [-3.0389, -0.3057, 2.2842], [-2.2681, 0.9845, 2.1695], [0.6945, 0.3532, -0.0107], [-3.7079, 1.9655, 0.9042], [-2.8473, 2.9948, 2.0204], [-2.0077, 3.4548, -0.2164], [-1.6727, 1.7401, -0.4910], [-0.2388, 3.4304, 1.4356], [1.6063, 3.1482, 0.1069], [0.3250, 3.5267, -1.0420], [1.3440, 1.4335, -3.0812], [2.8829, -1.5965, -2.5575], [2.2562, -3.2986, -0.6423], [0.4862, -3.1156, 1.5892], [-0.9805, -3.2666, 0.6482], [-0.7754, -1.8230, 2.7885], [-2.8352, -2.3939, 1.8166], [-2.4575, -1.3137, 0.4701], [-3.0635, -0.5321, 3.3527], [-4.0788, -0.1898, 1.9744], [-2.2939, 1.3533, 3.1198], [-3.0881, -0.5305, -2.4330], [-1.7803, -0.6616, -2.2406], [-1.0948, -0.9673, -3.4045], [0.1719, -0.9142, -3.3984], [0.9280, -1.1103, -4.4696], [0.9468, -0.5606, -2.1515], [0.0800, -0.7424, -0.8498], [-1.2579, -0.4809, -1.0574], [2.0204, 0.1881, 0.6495], [3.3022, 0.2449, 0.1555], [4.3278, 0.1355, 1.0951], [4.0287, 0.0188, 2.4446], [2.7036, 0.0625, 2.8533], [1.7342, 0.1621, 1.9425], [-3.4701, -0.6814, -3.3538], [-3.7157, -0.3458, -1.6698], [0.4609, -1.3079, -5.3456], [1.9332, -1.0894, -4.4685], [3.5255, 0.3967, -0.8893], [5.3586, 0.1593, 0.7678], [4.8125, -0.0609, 3.1849], [2.4121, 0.0488, 3.8946]],
  "mulliken_charge": [0.058, -0.954, -0.172, -0.233, -1.226, 0.182, -1.458, -0.549, -0.941, -0.709, -1.228, -0.123, -0.275, -1.016, -0.194, 3.487, 0.372, 0.457, 0.485, 0.034, 0.307, 0.390, 0.434, 0.589, 0.530, 0.612, 0.482, 0.432, 0.381, 0.521, 0.104, 0.455, 0.361, 0.415, -0.291, 0.123, -0.671, 0.478, -0.247, 0.678, 1.266, -0.581, -0.083, -0.920, -0.803, -0.754, -0.450, 0.092, 0.295, 0.205, 0.344, 0.189, 0.539, 0.525, 0.504, 0.555]
}



[2]
{
  "formula": "C31H42N2O2",
  "method": "ωB97M-V/def2-TZVPD",
  "orbital_gap_ev": 2.7,
  "homo_energy_ev": -4.777,
  "symbols": ["C", "C", "C", "C", "C", "C", "O", "C", "C", "C", "C", "C", "C", "C", "C", "H", "H", "H", "H", "H", "H", "H", "H", "H", "H", "H", "H", "H", "H", "H", "H", "H", "H", "H", "H", "H", "C", "N", "C", "C", "C", "C", "C", "C", "C", "C", "C", "C", "O", "N", "C", "C", "C", "C", "C", "C", "H", "H", "H", "H", "H", "H", "H", "H", "H", "H", "H", "H", "H", "H", "H", "H", "H", "H", "H", "H", "H"],
  "coordinates": [[3.8075, -2.3688, 0.0987], [2.6629, -1.5772, 0.7626], [1.3242, -2.2447, 0.4046], [2.8607, -1.5948, 2.2891], [2.6107, -0.1207, 0.3029], [1.5778, 0.7170, 0.8632], [0.7579, 0.2547, 1.6698], [1.5139, 2.1024, 0.4660], [0.4188, 2.9644, 1.0935], [0.4588, 4.4243, 0.5990], [0.6030, 2.9454, 2.6223], [-0.9451, 2.3529, 0.7302], [2.4252, 2.5768, -0.4445], [3.4030, 1.7518, -0.9810], [3.4890, 0.4201, -0.6024], [4.7800, -1.9390, 0.3381], [3.8139, -3.4006, 0.4488], [3.6946, -2.3958, -0.9852], [0.4986, -1.7172, 0.8817], [1.1553, -2.2211, -0.6718], [1.2970, -3.2825, 0.7336], [2.0447, -1.0680, 2.7842], [2.8884, -2.6131, 2.6745], [3.7915, -1.0990, 2.5638], [0.3099, 4.4819, -0.4793], [-0.3323, 5.0103, 1.0658], [1.4063, 4.9025, 0.8465], [0.5281, 1.9265, 3.0041], [1.5834, 3.3330, 2.8982], [-0.1554, 3.5464, 3.1219], [-1.0091, 1.3283, 1.0956], [-1.7650, 2.9195, 1.1692], [-1.0835, 2.3291, -0.3505], [2.3828, 3.6066, -0.7512], [4.1042, 2.1499, -1.6962], [4.2593, -0.1974, -1.0291], [-0.0536, -3.1514, 6.9170], [1.0024, -2.1638, 7.1627], [1.1008, -0.8442, 6.7487], [0.0880, -0.1158, 5.9946], [-1.1944, -0.7445, 5.7691], [-1.8175, -0.7009, 4.5594], [-3.0106, -1.4267, 4.2446], [-3.3472, -1.6683, 2.9018], [-4.4655, -2.4006, 2.5835], [-5.2852, -2.8964, 3.5834], [-4.9680, -2.6723, 4.9116], [-3.8464, -1.9535, 5.2438], [0.3233, 0.9961, 5.4929], [2.3766, -0.4088, 7.0682], [3.0108, 0.9424, 6.8447], [4.4339, 0.9884, 7.4215], [2.1587, 1.9967, 7.5559], [3.1059, 1.2143, 5.3406], [3.0400, -1.4581, 7.6838], [2.2052, -2.5245, 7.7384], [0.3313, -4.1513, 7.1063], [-0.8994, -2.9851, 7.5818], [-0.3902, -3.1098, 5.8819], [-1.6186, -1.3435, 6.5548], [-1.3008, -0.1996, 3.7583], [-2.6973, -1.3029, 2.1231], [-4.7052, -2.5983, 1.5519], [-6.1620, -3.4690, 3.3305], [-5.6021, -3.0593, 5.6896], [-3.6112, -1.7672, 6.2759], [5.0787, 0.2577, 6.9336], [4.8766, 1.9722, 7.2653], [4.4340, 0.7907, 8.4926], [1.1475, 2.0200, 7.1536], [2.0890, 1.7723, 8.6195], [2.5905, 2.9902, 7.4478], [2.1246, 1.2221, 4.8757], [3.5756, 2.1773, 5.1450], [3.6920, 0.4395, 4.8497], [4.0598, -1.4370, 8.0274], [2.4325, -3.5051, 8.1226]],
  "mulliken_charge": [-2.373, 2.708, -1.640, -1.528, -0.252, 0.482, -0.626, -0.405, 2.863, -2.392, -1.367, -1.699, -0.205, -1.673, -0.252, 0.426, 0.439, 0.442, 0.109, 0.332, 0.456, 0.053, 0.507, 0.319, 0.440, 0.426, 0.437, -0.098, 0.286, 0.470, 0.150, 0.433, 0.368, 0.526, 0.316, 0.515, -0.921, -0.002, -0.113, 1.317, -1.408, 0.441, 0.481, -0.336, -0.600, -0.399, -0.715, -0.386, -0.730, 0.497, 1.761, -2.219, -1.647, -1.450, -0.225, -0.884, 0.356, 0.338, 0.413, 0.569, 0.295, 0.412, 0.419, 0.392, 0.387, 0.387, 0.483, 0.417, 0.516, 0.327, 0.414, 0.432, 0.263, 0.462, 0.359, 0.472, 0.432]
}



[3]
{
  "formula": "C33H61NO9",
  "method": "ωB97M-V/def2-TZVPD",
  "orbital_gap_ev": 8.5,
  "homo_energy_ev": -9.119,
  "symbols": ["C", "O", "C", "C", "C", "C", "C", "C", "C", "C", "C", "C", "N", "C", "O", "O", "C", "O", "H", "H", "H", "H", "H", "H", "H", "H", "H", "H", "H", "H", "H", "H", "H", "H", "H", "H", "H", "H", "H", "C", "C", "C", "O", "C", "H", "H", "H", "H", "H", "H", "H", "H", "C", "C", "C", "O", "C", "H", "H", "H", "H", "H", "H", "H", "H", "C", "C", "C", "O", "C", "H", "H", "H", "H", "H", "H", "H", "H", "C", "C", "C", "O", "C", "H", "H", "H", "H", "H", "H", "H", "H", "C", "C", "C", "O", "C", "H", "H", "H", "H", "H", "H", "H", "H"],
  "coordinates": [[5.2939, -4.7204, -0.3031], [4.7690, -3.4417, -0.5541], [5.0247, -2.5581, 0.5046], [4.7891, -1.1282, 0.0701], [3.5616, -0.9460, -0.8036], [2.2509, -0.8375, -0.0115], [1.0725, -1.3200, -0.8692], [-0.2573, -0.6513, -0.5317], [-0.9971, -1.2233, 0.6721], [-0.9398, -2.7362, 0.8367], [-1.7382, -3.5361, -0.1230], [-1.6804, -4.8600, -0.1995], [-0.8540, -5.6975, 0.5568], [-2.6578, -5.3098, -1.2132], [-2.8704, -6.4189, -1.6386], [-3.3547, -4.2063, -1.6473], [-2.7226, -3.0851, -1.1370], [-2.9758, -1.9509, -1.5380], [4.7398, -5.4625, -0.8595], [5.2138, -4.9660, 0.7526], [6.3377, -4.7690, -0.6014], [4.4009, -2.7836, 1.3688], [6.0679, -2.6540, 0.7967], [4.7116, -0.4696, 0.9265], [5.6542, -0.7974, -0.4942], [3.6166, -0.0727, -1.4329], [3.4383, -1.7857, -1.4710], [2.0549, 0.2089, 0.1859], [2.3169, -1.4058, 0.9089], [1.3159, -1.0496, -1.8898], [1.0243, -2.4027, -0.8539], [-0.8829, -0.6419, -1.4146], [-0.0330, 0.3803, -0.3006], [-2.0365, -0.9228, 0.6400], [-0.5896, -0.7915, 1.5783], [0.0776, -3.0894, 0.8609], [-1.3407, -2.9705, 1.8198], [0.0056, -5.8470, 0.0385], [-1.2813, -6.6145, 0.6210], [2.1489, 3.2212, -4.5163], [3.6724, 3.1379, -4.5088], [3.9297, 2.3258, -3.2473], [2.8087, 1.4515, -3.0936], [1.7622, 1.8472, -3.9856], [1.7241, 3.4286, -5.4971], [1.8141, 4.0007, -3.8279], [4.0227, 2.5913, -5.3870], [4.1663, 4.1087, -4.4935], [3.9912, 2.9713, -2.3631], [4.8418, 1.7305, -3.3043], [1.6983, 1.1119, -4.7946], [0.8143, 1.8487, -3.4446], [-6.5229, -5.3198, 2.5885], [-5.3291, -5.6977, 1.7160], [-4.2557, -4.7556, 2.2447], [-4.5470, -4.5413, 3.6229], [-5.8528, -5.0373, 3.9273], [-7.2842, -6.0951, 2.6528], [-6.9926, -4.4118, 2.2038], [-5.0432, -6.7357, 1.9010], [-5.5078, -5.5795, 0.6481], [-4.2888, -3.7869, 1.7292], [-3.2467, -5.1610, 2.1494], [-5.7477, -5.9502, 4.5231], [-6.3883, -4.2962, 4.5219], [-3.4566, 0.3295, 3.9267], [-4.2862, -0.7790, 4.5706], [-3.2126, -1.7920, 4.9394], [-2.0260, -1.0383, 5.2184], [-2.2001, 0.3126, 4.7866], [-3.9493, 1.3006, 3.9194], [-3.2110, 0.0641, 2.8954], [-4.7787, -0.4037, 5.4710], [-5.0485, -1.1968, 3.9144], [-3.0085, -2.4701, 4.1067], [-3.4726, -2.3911, 5.8119], [-2.3161, 0.9502, 5.6706], [-1.3100, 0.6331, 4.2440], [-2.0995, 4.3493, -1.4957], [-0.5981, 4.2817, -1.7565], [-0.0988, 3.5648, -0.5112], [-1.1556, 2.6921, -0.0999], [-2.3506, 3.0095, -0.8176], [-2.6960, 4.4827, -2.3969], [-2.3262, 5.1704, -0.8118], [-0.4061, 3.6743, -2.6441], [-0.1255, 5.2523, -1.8978], [0.1085, 4.2734, 0.2978], [0.8015, 2.9730, -0.6932], [-2.5350, 2.2198, -1.5549], [-3.1888, 3.0330, -0.1204], [3.6944, 8.1700, -1.1747], [4.1611, 6.9652, -1.9875], [3.0598, 5.9546, -1.6997], [1.8632, 6.7104, -1.4944], [2.1845, 8.0976, -1.3553], [4.1137, 9.1164, -1.5116], [3.9557, 8.0361, -0.1229], [4.1765, 7.2143, -3.0510], [5.1489, 6.6023, -1.7090], [3.2711, 5.3828, -0.7894], [2.9023, 5.2516, -2.5202], [1.8675, 8.6211, -2.2636], [1.6341, 8.5088, -0.5091]],
  "mulliken_charge": [-0.833, -0.294, -0.566, -1.030, 0.209, -0.186, -0.906, -0.392, -1.194, -1.182, 1.084, 0.164, -0.466, 0.147, -0.598, -0.364, 0.329, -0.529, 0.249, 0.355, 0.287, 0.324, 0.473, 0.302, 0.414, -0.575, 0.570, 0.399, 0.145, 0.592, 0.265, 0.434, 0.061, 0.667, 0.510, 0.319, 0.189, 0.300, 0.340, -0.136, -0.702, -0.400, -0.254, -0.442, 0.447, -0.198, 0.337, 0.335, 0.221, 0.317, 0.328, 0.129, -0.631, -0.517, 0.060, -0.396, -0.525, 0.387, 0.271, 0.320, 0.319, 0.030, 0.129, 0.269, 0.301, -0.067, -0.606, 0.207, -0.456, -0.546, 0.382, -0.130, 0.288, 0.324, -0.253, 0.292, 0.321, 0.265, -0.754, 0.130, -0.059, -0.355, -0.485, 0.371, 0.293, -0.161, 0.171, 0.267, 0.061, 0.223, 0.324, -0.602, -0.663, 0.739, -0.359, -0.527, 0.363, 0.261, 0.317, 0.392, 0.240, -0.815, 0.299, 0.295]
}



[4]
{
  "formula": "CH2N2O2S",
  "method": "ωB97M-V/def2-TZVPD",
  "s_squared": 2.008,
  "spin_multiplicity": 3,
  "orbital_gap_ev": [7.1, 6.9],
  "homo_energy_ev": [-6.486, -9.994],
  "symbols": ["C", "N", "N", "O", "O", "S", "H", "H"],
  "coordinates": [[0.0718, -0.5741, -0.2148], [-1.2379, -0.3987, -0.0385], [1.0043, 0.9338, -0.0820], [0.3236, 1.8892, -0.0138], [2.1778, 0.7300, -0.0849], [1.0771, -1.8284, -0.0382], [-1.5573, 0.4667, 0.2476], [-1.8594, -1.2184, 0.2246]],
  "mulliken_charge": [0.307, -0.392, 0.879, -0.567, -0.568, -0.109, 0.225, 0.225]
}



[5]
{
  "formula": "C18H36O10",
  "method": "ωB97M-V/def2-TZVPD",
  "orbital_gap_ev": 8.1,
  "homo_energy_ev": -8.034,
  "symbols": ["C", "O", "H", "H", "H", "H", "C", "O", "H", "H", "H", "H", "C", "O", "H", "H", "H", "H", "C", "O", "H", "H", "H", "H", "C", "O", "H", "H", "H", "H", "C", "O", "H", "H", "H", "H", "C", "C", "C", "C", "C", "C", "O", "O", "H", "H", "H", "H", "H", "H", "C", "C", "C", "C", "C", "C", "O", "O", "H", "H", "H", "H", "H", "H"],
  "coordinates": [[23.8040, 21.8730, 55.5000], [22.7000, 22.2220, 56.3020], [24.3250, 21.0000, 55.8860], [24.3960, 22.6170, 55.5390], [23.3900, 21.8480, 54.3080], [22.9990, 23.0200, 56.7820], [22.8870, 24.1590, 51.3660], [23.9490, 24.5210, 50.5590], [22.8590, 23.0830, 51.6860], [22.0580, 24.3480, 50.6420], [22.4650, 24.7620, 52.2600], [24.0340, 25.5290, 50.7520], [30.5440, 21.8920, 54.5060], [29.6130, 22.8570, 54.7320], [30.6220, 21.5330, 53.5390], [30.4130, 20.7950, 54.8500], [31.5280, 22.1280, 54.7210], [29.4200, 22.8670, 55.7590], [25.1980, 29.7510, 59.1140], [25.5550, 29.7930, 57.7140], [24.8400, 30.7540, 59.4760], [26.0060, 29.7260, 59.7730], [24.3120, 29.1190, 59.1770], [26.4180, 30.4680, 57.4810], [27.4780, 20.7860, 52.3590], [28.3570, 19.8920, 51.6070], [27.5610, 21.8550, 51.7550], [27.9540, 21.0430, 53.3640], [26.4660, 20.5150, 52.3290], [28.4950, 20.2650, 50.7450], [22.1540, 27.2760, 58.0140], [20.7740, 26.9250, 57.9880], [22.5190, 28.3060, 57.5000], [22.5890, 26.5230, 57.4710], [22.4560, 27.1330, 59.0420], [20.6260, 26.0280, 58.3360], [25.3910, 25.3330, 59.6800], [25.4860, 25.2780, 61.1040], [24.8850, 24.3190, 61.8410], [24.0190, 23.3670, 61.1880], [23.8940, 23.4530, 59.7550], [24.6070, 24.4630, 59.0450], [24.5450, 24.5450, 57.6860], [25.1630, 24.0490, 63.1210], [25.7510, 26.2160, 59.1370], [26.1530, 25.9760, 61.6620], [23.5410, 22.5960, 61.6560], [23.3450, 22.5140, 59.4560], [24.9460, 25.2980, 57.3280], [25.9020, 24.5840, 63.6450], [25.0600, 24.9740, 54.1540], [24.4630, 26.1740, 54.4210], [24.8880, 27.0920, 55.3520], [26.2440, 26.7820, 55.9230], [26.9320, 25.7100, 55.4870], [26.3850, 24.7210, 54.7210], [27.1430, 23.6140, 54.4190], [24.0770, 28.1520, 55.6710], [24.6550, 24.4410, 53.4530], [23.4930, 26.3430, 53.9270], [26.3140, 27.5130, 56.5350], [28.0760, 25.5800, 55.9070], [28.1840, 23.7130, 54.1790], [24.6550, 28.8140, 55.9970]],
  "mulliken_charge": [0.759, -0.562, 0.290, -0.854, 0.059, 0.300, -0.624, -0.482, 0.229, 0.355, 0.186, 0.335, -0.967, -0.526, 0.404, 0.319, 0.388, 0.294, -0.506, -0.534, 0.277, 0.318, 0.137, 0.300, -0.328, -0.546, 0.181, 0.053, 0.337, 0.319, 0.017, -0.583, 0.163, -0.113, 0.214, 0.312, -0.197, -0.706, 0.782, -0.752, -0.628, 0.447, -0.016, -0.580, 0.334, 0.161, 0.547, 0.316, -0.027, 0.332, -1.192, 0.336, 0.057, -1.433, -0.294, 0.666, -0.468, -0.490, 1.215, 0.173, 0.792, -0.003, 0.436, 0.272]
}



[6]
{
  "formula": "C4H6BiO3",
  "method": "ωB97M-V/def2-TZVPD",
  "charge": 1,
  "orbital_gap_ev": [7.1, 7.1],
  "homo_energy_ev": [-13.695, -13.701],
  "symbols": ["H", "O", "C", "O", "O", "Bi", "C", "C", "C", "H", "H", "H", "H", "H"],
  "coordinates": [[3.7950, -1.5765, 0.1620], [3.6333, -0.6683, -0.0884], [-0.0103, 0.8102, 0.4126], [-0.5690, 0.4607, -0.8077], [0.3074, 1.9915, 0.5510], [2.0196, 0.2896, -0.0593], [-1.6855, -0.3924, -1.0668], [-2.2042, -1.2115, 0.0720], [-3.3351, -0.9429, 0.7240], [-1.3418, -1.0521, -1.8755], [-2.4630, 0.2758, -1.4586], [-1.5832, -2.0599, 0.3767], [-3.6922, -1.5885, 1.5283], [-3.8731, -0.0046, 0.5656]],
  "mulliken_charge": [0.343, -0.648, 0.330, -0.241, -0.411, 1.358, -0.402, -0.080, -0.632, 0.257, 0.321, 0.281, 0.279, 0.245]
}



Number 1: calculated total energy -37579.8866 eV. Number 2: calculated total energy -39901.0578 eV. Number 3: calculated total energy -55125.6346 eV. Number 4: calculated total energy -18973.3080 eV. Number 5: calculated total energy -39714.3069 eV. Number 6: calculated total energy -16214.4430 eV.